Here is C13H19AlBr2Cl3F6N3O11P3S2 as an isolated structure in a non-equilibrium geometry from OMol25. Energies are from the ωB97M-V functional and the def2-TZVPD basis.

Structure (XYZ):
```
63
Properties=species:S:1:pos:R:3:forces:R:3:lowdin_charge:R:1
C -3.950953 -0.875299 -0.981752 1.6 3.3 2.1 -0.446
C -4.356819 0.489494 -0.319392 0.5 -0.6 -1.0 -0.614
Cl -3.991560 0.689915 1.465164 -0.1 -0.1 -1.5 0.556
C -4.955806 1.524819 -0.957905 0.9 0.2 1.3 -0.597
Cl -5.324905 1.418162 -2.699883 0.2 0.5 1.6 0.638
C -5.291754 2.747831 -0.092049 -2.1 -2.0 -1.5 -0.357
N -6.515978 2.785405 0.475909 4.5 3.0 0.0 -0.060
C -6.508554 3.971358 1.226761 0.3 1.4 0.4 -0.341
P -7.997588 4.450736 2.254644 -0.9 -3.0 2.0 0.672
O -8.524128 3.316280 3.104879 -0.2 3.5 -0.7 -0.702
C -5.277272 4.675645 1.085214 -2.8 -2.4 -0.1 -0.065
N -4.531105 3.841641 0.213080 0.3 1.7 0.9 -0.214
P -2.903385 4.148708 -0.333260 1.6 -1.2 -1.3 0.911
C -2.697643 6.005412 -0.656320 -0.4 -0.4 1.4 -0.268
O -1.918373 3.842022 1.033869 -1.9 0.6 -0.5 -0.359
H -4.254770 -1.672006 -0.263495 0.6 0.9 -0.5 -0.027
H -2.812165 -0.923143 -1.029320 -0.7 0.2 -0.1 0.012
H -4.490074 -1.097130 -1.993432 1.6 1.4 1.6 -0.182
H -7.297259 2.064178 0.354616 -0.5 0.4 0.1 -0.146
H -8.962634 4.972574 1.347662 0.7 0.3 0.1 -0.004
H -7.547753 5.428335 3.211692 0.2 0.4 -1.2 -0.004
H -4.950046 5.628427 1.546268 -0.1 -1.0 -0.6 0.117
H -3.583317 6.351337 -1.242158 0.8 -0.1 0.4 0.044
H -1.733487 6.136950 -1.208362 -1.0 -0.3 0.3 0.039
H -2.600181 6.513791 0.337841 -0.3 0.0 -0.9 0.035
H -2.549071 3.596839 1.739573 0.6 0.0 0.0 0.036
Br -5.463488 -2.607730 -1.839113 -3.5 -4.4 -1.9 -0.073
Cl -8.942106 2.344351 -0.715465 -0.4 0.3 -0.4 -0.386
C 1.225996 -3.133059 0.465239 0.1 -0.3 0.2 -0.135
C 1.257935 -3.381791 -1.034128 0.2 0.4 -0.1 -0.145
C -0.119455 -2.910457 -1.466983 -0.1 -0.6 -0.6 -0.155
O -0.502965 -1.854616 -0.556041 0.3 0.8 0.4 -0.355
C 0.424828 -1.851850 0.558960 0.1 -0.1 0.4 -0.262
H 2.215258 -3.046953 0.916325 0.0 0.0 -0.1 0.104
H 0.690616 -3.945770 0.964104 0.0 0.1 0.0 0.126
H 2.029393 -2.759486 -1.495540 0.1 -0.1 0.0 0.122
H 1.452493 -4.419000 -1.301201 0.0 0.0 0.0 0.127
H -0.859496 -3.709496 -1.380875 -0.1 0.1 0.0 0.134
H -0.133587 -2.533346 -2.489858 -0.1 0.1 0.1 0.127
H 1.077069 -0.971101 0.455080 0.2 -0.1 0.1 0.060
H -0.128965 -1.767353 1.496631 -0.1 0.0 -0.1 0.128
Al -0.678969 0.489760 -0.445459 -0.6 -0.6 -0.3 1.017
Br -7.594911 1.081323 2.409736 0.9 -2.4 0.2 -0.141
C 8.685627 -5.302366 1.489302 1.3 0.5 0.0 -0.670
F 8.991830 -6.528087 1.945971 -0.4 0.0 -0.1 0.110
F 9.157449 -4.423572 2.392129 -0.3 -0.1 0.0 0.111
F 9.407854 -5.113612 0.371409 -0.3 -0.1 0.0 0.113
S 6.890038 -5.094986 1.195996 -0.1 -0.8 0.3 0.565
O 6.289536 -5.302797 2.489675 0.2 0.3 -0.1 -0.301
O 6.570975 -6.092622 0.206807 0.2 0.3 -0.1 -0.298
N 6.953973 -3.595942 0.686573 -0.8 -0.7 0.2 -0.288
S 5.542879 -2.982622 0.289584 -0.7 0.8 -0.5 0.580
O 4.625071 -2.736269 1.379083 0.3 -0.2 0.1 -0.312
O 4.936090 -3.507625 -0.909040 0.3 -0.2 0.1 -0.299
C 6.141565 -1.320359 -0.190014 1.4 1.5 -0.5 -0.677
F 7.025599 -1.374267 -1.194160 -0.4 -0.5 0.2 0.127
F 6.762413 -0.697244 0.826077 -0.3 -0.4 0.2 0.119
F 5.148137 -0.520123 -0.586232 -0.4 -0.6 0.2 0.120
O 6.572743 0.996115 -3.504609 -0.2 0.0 0.4 -0.148
P 7.289450 1.906727 -2.509728 1.2 0.7 -0.3 -0.138
O 6.429639 2.098599 -1.262957 -0.2 -0.2 -0.3 -0.148
O 7.537250 3.263426 -3.169203 -0.6 0.2 -0.1 -0.286
O 8.618814 1.271921 -2.107917 -0.2 -0.6 0.3 -0.249
```
Forces are in eV/Å.

E_tot: -10689.17925 hartree
charge: -3

---

Here is C6H12INO4 as an isolated structure in a non-equilibrium geometry from OMol25. Energies are from the ωB97M-V functional and the def2-TZVPD basis.

Structure (XYZ):
```
24
Properties=species:S:1:pos:R:3:forces:R:3:lowdin_charge:R:1
C -0.222357 0.686060 -2.365281 1.0 0.1 -0.1 -0.047
C -1.747845 0.272112 0.893812 0.4 -0.3 -2.6 0.006
C 0.317560 0.274937 2.350418 -0.6 0.9 -0.6 -0.015
C -0.174378 -0.604685 -1.500536 4.5 1.3 -0.5 -0.378
C -0.164463 0.570380 0.887996 -1.8 -1.8 1.9 -0.624
C 0.471272 -0.418484 -0.121119 0.9 3.5 -0.8 -0.242
N 0.791608 -1.640663 0.527838 1.1 -2.5 -0.1 -0.433
O -0.070095 -2.489226 0.594302 -1.5 0.1 -0.1 0.116
O 1.899682 -1.839965 0.928588 1.2 0.3 0.6 0.047
O 0.648957 -1.570172 -2.201333 0.3 0.4 -0.2 -0.069
O -0.018494 1.869580 0.527555 -1.5 0.3 -1.9 -0.027
I 2.885274 0.770789 -0.523218 -1.9 -1.0 0.2 0.594
H -0.636419 0.291478 -3.305012 0.1 0.6 0.1 0.085
H -0.792059 1.561528 -1.977527 0.2 -0.9 -0.2 0.082
H 0.870354 1.069362 -2.560950 -2.1 -0.9 0.4 0.054
H -2.422056 0.436748 1.762108 1.2 0.5 -0.3 0.093
H -1.759152 -0.836125 0.733886 -0.8 0.9 -0.2 0.073
H -2.117298 0.894575 -0.054850 0.4 -1.7 2.1 0.130
H -0.144837 -0.722551 2.564558 0.6 1.1 0.7 0.104
H -0.112307 1.162810 2.890794 0.0 -1.3 0.1 0.111
H 1.407588 0.334806 2.548652 -0.5 -0.5 -0.5 0.085
H -1.071874 -1.061291 -1.233203 -1.8 -0.8 -0.3 0.120
H 1.546659 -1.197262 -2.470153 -1.8 -0.2 0.8 0.098
H 0.614672 2.185268 1.102678 2.4 1.7 1.5 0.038
```
Forces are in eV/Å.

E_tot: -889.03666 hartree

---

Here is a 2-piece molecular cluster, C2H8N2O overall in a non-equilibrium geometry from OMol25. Energies are from the ωB97M-V functional and the def2-TZVPD basis.

Structure (XYZ):
```
13
Properties=species:S:1:pos:R:3:forces:R:3:lowdin_charge:R:1
H -2.309996 1.003373 0.166324 0.6 -0.3 0.7 0.036
N -2.385054 0.112177 -0.310713 -1.3 0.8 -1.3 0.070
C -1.375899 -0.376862 -0.878837 0.9 -1.2 0.7 -0.349
N -0.023391 -0.200075 -0.549376 -1.8 1.0 -0.6 -0.076
C 0.715644 -1.432215 -0.496820 1.0 -0.3 1.1 -0.135
H -1.524490 -1.191130 -1.591526 -0.1 0.0 0.0 0.111
H -0.074177 0.419531 0.250994 1.1 -0.3 0.2 0.103
H 0.831548 -1.875551 -1.476433 -0.2 0.0 -0.2 0.077
H 1.718945 -1.258972 -0.103944 0.1 0.3 -0.3 0.074
H 0.314695 -2.177264 0.203845 -0.4 0.0 -0.2 0.081
O 2.120466 1.620150 1.552053 0.4 0.1 0.3 -0.067
H 2.898288 2.148707 1.788787 -0.3 -0.1 -0.2 0.042
H 2.080158 0.973785 2.265620 -0.1 0.0 0.0 0.033
```
Forces are in eV/Å.

E_tot: -265.71590 hartree
SMILES string: [H]/N=C\NC.O